# 1
Computed, not measured: a 4-piece molecular cluster, H10NO3 overall, with the ωB97M-V functional and the def2-TZVPD basis.

The geometry in ORCA input format:
```
! RIJCOSX wB97M-V def2-TZVPD def2/J DEFGRID3
* xyz 0 2
N -0.7458 -0.4183 -0.0161
H -1.2959 0.2512 0.4173
H -1.0249 -1.3814 -0.3742
H -0.4765 0.1485 -0.7898
H 0.0392 -0.6767 0.6432
H -2.0404 2.9047 -0.1194
H -2.4228 3.1454 1.2597
O -2.0281 2.4176 0.7424
H 2.3862 -1.0315 1.7794
H 1.3621 -2.1572 1.9245
O 1.5101 -1.2914 1.4498
H 1.4157 0.0826 -2.1823
H 2.0460 -1.1701 -2.6380
O 1.2751 -0.8234 -2.0963
*
```

Energy above the lowest of the compared OMol25 structures with the same formula, charge and spin = 0.8004 eV
LUMO (alpha / beta) = 0.754 / 0.505 eV
DFT total energy = -7791.3968 eV
HOMO level (alpha / beta) = -2.91 / -11.43 eV
⟨S²⟩ = 0.750
Kohn-Sham gap (alpha / beta) = 3.666 / 11.935 eV

***

# 2
Computed, not measured: H10Na6O13S2 as an isolated structure, with the ωB97M-V functional and the def2-TZVPD basis.

The geometry in ORCA input format:
```
! RIJCOSX wB97M-V def2-TZVPD def2/J DEFGRID3
* xyz 3 2
Na 2.1154 5.9429 -1.7625
Na -0.3633 10.4427 -1.3913
Na -0.8498 7.7200 -3.3615
Na 0.1042 11.2635 -4.6418
Na 5.0173 8.3020 -0.8529
Na 1.7457 8.2468 0.4826
S 2.2198 8.6700 -3.1867
O 3.1690 8.8786 -4.2303
O 1.0784 9.6252 -3.1735
O 1.6474 7.3557 -3.4091
O 2.8032 8.7435 -1.8456
S 3.5069 5.9492 1.2106
O 3.6278 6.7440 -0.0146
O 2.5511 6.5534 2.0601
O 3.1107 4.5709 0.9198
O 4.7573 6.0490 1.9881
O 2.7316 11.2380 -4.9123
H 3.2998 11.6568 -4.2657
H 2.8088 10.3017 -4.7291
O 5.4690 7.7889 -3.3624
H 5.4689 6.8569 -3.5808
H 4.6798 8.1334 -3.7804
O 4.9464 11.2987 -3.1601
H 4.5390 10.4437 -3.2987
H 5.0221 11.3771 -2.2091
O 4.7676 8.3133 -6.3034
H 4.1013 8.1452 -6.9698
H 4.3176 8.8380 -5.6413
O 0.1361 7.1356 -5.6545
H 1.0416 6.9019 -5.4504
H -0.3218 6.2967 -5.7085
*
```

Energy above the lowest of the compared OMol25 structures with the same formula, charge and spin = 0.0000 eV
LUMO (alpha / beta) = -12.517 / -12.516 eV
DFT total energy = -74927.8012 eV
HOMO level (alpha / beta) = -17.79 / -17.79 eV
⟨S²⟩ = 0.762
Kohn-Sham gap (alpha / beta) = 5.276 / 5.278 eV

***

# 3
Computed, not measured: a 5-piece molecular cluster, H10O4S2 overall, with the ωB97M-V functional and the def2-TZVPD basis.

The geometry in ORCA input format:
```
! RIJCOSX wB97M-V def2-TZVPD def2/J DEFGRID3
* xyz 0 1
S 0.7829 -0.8586 -2.1686
S 2.1029 -1.1603 -0.7424
H -0.3251 -0.6790 -1.4977
H 2.7562 -0.0291 -0.6165
H -2.3264 -0.3670 0.2456
H -1.3499 0.8037 -0.3294
O -2.3282 0.4914 -0.0377
H -3.2865 -0.2211 2.6918
H -2.6301 0.7538 1.7208
O -2.4927 0.2924 2.6516
H -0.7787 -0.0986 3.0559
H 0.4050 -0.2313 2.2008
O 0.2032 0.0547 3.1637
H -0.7742 3.2170 -0.8532
H 0.5657 2.6966 -0.1891
O -0.1858 2.4688 -0.7590
*
```

SMILES = SS.O.O.O.O
Energy above the lowest of the compared OMol25 structures with the same formula, charge and spin = 1.1480 eV
LUMO = 0.171 eV
DFT total energy = -30021.9994 eV
HOMO level = -9.72 eV
Kohn-Sham gap = 9.888 eV

***

# 4
Computed, not measured: a 5-piece molecular cluster, H10O5 overall, with the ωB97M-V functional and the def2-TZVPD basis.

The geometry in ORCA input format:
```
! RIJCOSX wB97M-V def2-TZVPD def2/J DEFGRID3
* xyz 0 1
H -0.3010 -0.5571 0.7225
H -1.0180 0.1081 1.9180
H -0.8783 3.9623 0.6898
H -1.9426 4.6672 1.5051
H 1.0063 -1.5232 -1.3458
H 1.0853 -2.9841 -1.1446
H 1.7066 0.8170 1.7893
H 2.5161 1.8964 2.4683
H -1.1655 -3.1138 -2.7453
H -0.3041 -3.6181 -3.7933
O -1.1894 -0.1184 1.0095
O -1.1463 4.7957 1.0724
O 0.4605 -2.3135 -1.1000
O 2.1602 0.9418 2.5969
O -0.9897 -2.9604 -3.6428
*
```

SMILES = O.O.O.O.O
Energy above the lowest of the compared OMol25 structures with the same formula, charge and spin = 1.8433 eV
LUMO = 0.034 eV
DFT total energy = -10399.0063 eV
HOMO level = -11.26 eV
Kohn-Sham gap = 11.294 eV

***

# 5
Computed, not measured: a 5-piece molecular cluster, H10O5 overall, with the ωB97M-V functional and the def2-TZVPD basis.

The geometry in ORCA input format:
```
! RIJCOSX wB97M-V def2-TZVPD def2/J DEFGRID3
* xyz 0 1
O 0.0531 2.4646 -0.7028
H 0.0176 1.5903 -0.2701
H 0.9830 2.5971 -0.9125
O -2.4739 1.1430 2.2143
H -2.3636 1.7157 1.4440
H -1.6041 1.1247 2.6307
O 0.0539 -0.1976 0.3059
H -0.6200 -0.5517 0.9009
H 0.7275 -0.8859 0.2759
O 0.6676 -3.0749 0.9225
H 0.6788 -3.2413 -0.0289
H 0.2706 -3.8693 1.2980
O 1.3479 0.2335 -3.0219
H 1.3029 1.1681 -2.7923
H 0.9588 -0.2163 -2.2635
*
```

SMILES = O.O.O.O.O
Energy above the lowest of the compared OMol25 structures with the same formula, charge and spin = 1.0003 eV
LUMO = 0.167 eV
DFT total energy = -10399.8492 eV
HOMO level = -11.29 eV
Kohn-Sham gap = 11.462 eV

***

# 6
Computed, not measured: a 5-piece molecular cluster, H10O5 overall, with the ωB97M-V functional and the def2-TZVPD basis.

The geometry in ORCA input format:
```
! RIJCOSX wB97M-V def2-TZVPD def2/J DEFGRID3
* xyz 0 1
O 2.6849 0.6747 -0.9904
H 1.4205 0.9437 -0.5243
H 3.5546 1.1267 -1.2321
O 0.4482 1.0692 -0.0890
H -0.0325 0.1799 -0.0123
H 0.0820 1.8540 0.3141
O -0.5695 -1.1150 -0.6089
H 0.1444 -0.8181 -1.7603
O 0.8935 -0.5695 -2.4537
H 1.8099 -0.0848 -2.1276
H 0.9255 -1.4086 -2.9357
H -1.4419 -1.2326 -0.9545
O -3.0897 -0.5573 4.3024
H -4.0054 -0.4536 4.5864
H -2.8247 0.3913 4.4860
*
```

Energy above the lowest of the compared OMol25 structures with the same formula, charge and spin = 3.2281 eV
LUMO = 0.540 eV
DFT total energy = -10397.6214 eV
HOMO level = -9.77 eV
Kohn-Sham gap = 10.306 eV

***

# 7
Computed, not measured: a 5-piece molecular cluster, H10O5 overall, with the ωB97M-V functional and the def2-TZVPD basis.

The geometry in ORCA input format:
```
! RIJCOSX wB97M-V def2-TZVPD def2/J DEFGRID3
* xyz 0 1
O -1.2595 1.2388 -1.8222
H -2.0265 0.7765 -2.2220
H -1.6278 2.1147 -1.5762
O -1.5331 -2.1317 -0.1940
H -2.4002 -1.7157 0.0565
H -0.8689 -1.4460 0.0802
O 1.8143 -2.2479 0.0755
H 2.3547 -2.3844 -0.7374
H 2.4340 -1.8615 0.7288
O 0.3249 0.2206 0.3227
H -0.0587 0.4925 -0.5900
H 1.1400 -0.1632 0.2523
O 0.5461 2.7562 1.7630
H 1.0679 2.3916 2.5730
H 0.0928 1.9594 1.2898
*
```

SMILES = O.O.O.O.O
Energy above the lowest of the compared OMol25 structures with the same formula, charge and spin = 1.3605 eV
LUMO = 0.388 eV
DFT total energy = -10399.4890 eV
HOMO level = -10.65 eV
Kohn-Sham gap = 11.040 eV

***

# 8
Computed, not measured: a 5-piece molecular cluster, H10O5 overall, with the ωB97M-V functional and the def2-TZVPD basis.

The geometry in ORCA input format:
```
! RIJCOSX wB97M-V def2-TZVPD def2/J DEFGRID3
* xyz 0 1
H -1.3076 1.1219 0.2386
H -0.2497 1.5061 -0.7827
H -1.4812 1.5709 4.4119
H -0.1132 0.9674 4.6850
H -2.0025 -4.1448 -0.2544
H -0.9870 -3.0292 -0.0693
H -0.0756 1.9932 -3.6566
H -0.1341 3.4538 -4.0727
H 2.3605 -1.3846 0.6389
H 2.9385 -1.8391 -0.6913
O -0.3849 1.3904 0.1645
O -0.8200 0.9828 4.0298
O -1.3580 -3.6158 -0.7380
O 0.4263 2.6712 -4.1228
O 3.1883 -1.6442 0.2190
*
```

SMILES = O.O.O.O.O
Energy above the lowest of the compared OMol25 structures with the same formula, charge and spin = 1.5170 eV
LUMO = 0.177 eV
DFT total energy = -10399.3325 eV
HOMO level = -11.39 eV
Kohn-Sham gap = 11.571 eV